Record 1
This record from the Open Molecules 2025 dataset describes a cluster of 13 separate species, C48H98F12N17O24S12 in total in a non-equilibrium geometry. The level of theory is the ωB97M-V functional and the def2-TZVPD basis.

Summary:
* total charge: +2
* HOMO level (spin up / spin down): -12.63 / -12.59 eV
* E: -288435.3899 eV
* E_LUMO (spin up / spin down): -4.62 / -8.65 eV
* orbital gap (spin up / spin down): 8.02 / 3.95 eV
* 2S+1: 2

Each line ends with the Löwdin spin population.
Atoms and positions in Å:
1 C 0.78 -4.50 -1.54  0.000
2 C 0.42 -5.65 -0.53  0.000
3 N 0.05 -5.19 0.79  0.000
4 C -1.16 -4.78 1.28  0.000
5 C -0.94 -4.24 2.52  0.000
6 N 0.37 -4.14 2.74  0.000
7 C 0.98 -4.80 1.68  0.000
8 C 1.11 -3.48 3.78  0.000
9 H 1.28 -4.83 -2.45  0.000
10 H 1.36 -3.78 -0.96  0.000
11 H -0.03 -3.77 -1.66  0.000
12 H 1.22 -6.38 -0.38  0.000
13 H -0.44 -6.24 -0.82  0.000
14 H -2.09 -4.90 0.76  0.000
15 H -1.71 -3.83 3.15  0.000
16 H 2.05 -4.91 1.56  0.000
17 H 1.24 -2.40 3.65  0.000
18 H 2.01 -4.07 3.93  0.000
19 H 0.61 -3.61 4.74  0.000
20 C -0.56 2.19 -5.59  0.000
21 C -0.26 3.23 -4.40  0.000
22 N -1.08 4.35 -4.41  0.000
23 C -1.93 4.73 -3.39  0.000
24 C -2.65 5.87 -3.78  0.000
25 N -2.26 6.17 -5.06  0.000
26 C -1.34 5.20 -5.46  0.000
27 C -2.91 7.23 -5.90  0.000
28 H -0.22 1.19 -5.33  0.000
29 H -0.12 2.34 -6.58  0.000
30 H -1.63 2.17 -5.79  0.000
31 H 0.72 3.63 -4.68  0.000
32 H -0.19 2.74 -3.43  0.000
33 H -1.89 4.17 -2.47  0.000
34 H -3.53 6.31 -3.35  0.000
35 H -0.75 5.32 -6.35  0.000
36 H -2.69 7.24 -6.97  0.000
37 H -2.51 8.20 -5.60  0.000
38 H -3.97 7.22 -5.65  0.000
39 C 2.45 3.68 -2.34  0.000
40 C 2.72 5.03 -1.87  0.000
41 N 3.94 5.51 -2.54  0.000
42 C 5.25 5.50 -2.07  0.000
43 C 6.10 5.84 -3.10  0.000
44 N 5.35 6.09 -4.21  0.000
45 C 4.05 5.83 -3.84  0.000
46 C 5.88 6.39 -5.55  0.000
47 H 2.41 3.71 -3.43  0.000
48 H 1.51 3.31 -1.93  0.000
49 H 3.19 2.95 -2.03  0.000
50 H 2.93 4.92 -0.80  0.000
51 H 1.87 5.70 -1.99  0.000
52 H 5.44 5.48 -1.01  0.000
53 H 7.17 5.95 -3.18  0.000
54 H 3.21 5.87 -4.52  0.000
55 H 6.94 6.66 -5.49  0.000
56 H 5.23 7.11 -6.04  0.000
57 H 5.74 5.42 -6.03  0.000
58 C 1.84 0.35 -0.72  0.000
59 C 0.47 0.05 -1.32  0.000
60 N -0.59 -0.11 -0.31  0.000
61 C -0.49 -0.81 0.93  0.000
62 C -1.67 -0.72 1.56  0.000
63 N -2.52 0.07 0.82  0.000
64 C -1.80 0.58 -0.31  0.000
65 C -3.85 0.54 1.25  0.000
66 H 1.88 1.40 -0.43  0.000
67 H 2.67 0.28 -1.42  0.000
68 H 2.10 -0.20 0.19  0.000
69 H 0.41 -0.88 -1.89  0.000
70 H 0.24 0.86 -2.00  0.000
71 H 0.43 -1.36 1.10  0.000
72 H -2.14 -1.19 2.41  0.000
73 H -2.14 1.43 -0.88  0.000
74 H -4.30 1.06 0.41  0.000
75 H -3.71 1.31 2.01  0.000
76 H -4.52 -0.25 1.60  0.000
77 C 7.43 0.89 -3.42  0.000
78 C 6.68 -0.07 -2.37  0.000
79 C 6.75 -1.50 -2.98  0.000
80 N 5.91 -2.58 -2.13  0.000
81 C 4.69 -2.01 -1.36  0.000
82 C 6.84 -3.24 -1.08  0.000
83 C 7.38 -4.57 -1.63  0.000
84 C 6.78 -4.73 -2.98  0.000
85 C 5.53 -3.77 -3.03  0.000
86 H 7.65 1.84 -2.93  0.000
87 H 6.72 1.18 -4.19  0.000
88 H 8.31 0.44 -3.89  0.000
89 H 5.75 0.30 -1.94  0.000
90 H 7.22 0.11 -1.44  0.000
91 H 7.67 -2.03 -3.23  0.000
92 H 6.15 -1.46 -3.89  0.000
93 H 5.21 -1.34 -0.69  0.000
94 H 4.11 -2.84 -0.94  0.000
95 H 3.95 -1.43 -1.91  0.000
96 H 6.06 -3.52 -0.37  0.000
97 H 7.59 -2.57 -0.67  0.000
98 H 7.25 -5.48 -1.04  0.000
99 H 8.46 -4.49 -1.76  0.000
100 H 6.38 -5.71 -3.25  0.000
101 H 7.50 -4.40 -3.72  0.000
102 H 4.70 -4.23 -2.51  0.000
103 H 5.25 -3.37 -4.00  0.000
104 C 2.06 -1.88 8.48  0.000
105 C 1.94 -0.57 7.84  0.000
106 C 2.38 -0.59 6.36  0.000
107 N 2.09 0.91 5.76  0.000
108 C 3.17 1.82 6.33  0.000
109 C 0.59 1.34 5.90  0.000
110 C 0.36 2.28 4.78  0.000
111 C 1.15 1.72 3.62  0.000
112 C 2.29 0.86 4.21  0.000
113 H 2.98 -2.16 9.00  0.000
114 H 1.60 -2.73 7.97  0.000
115 H 1.35 -2.01 9.29  0.000
116 H 2.55 0.22 8.29  0.000
117 H 0.88 -0.34 7.90  0.000
118 H 1.91 -1.40 5.79  0.000
119 H 3.46 -0.67 6.28  0.000
120 H 4.15 1.44 6.04  0.000
121 H 3.06 2.07 7.39  0.000
122 H 2.92 2.81 5.96  0.000
123 H 0.39 1.72 6.90  0.000
124 H -0.09 0.49 5.78  0.000
125 H 0.71 3.27 5.09  0.000
126 H -0.71 2.14 4.68  0.000
127 H 1.48 2.53 2.96  0.000
128 H 0.60 0.94 3.09  0.000
129 H 3.33 1.09 3.97  0.000
130 H 2.21 -0.19 3.94  0.000
131 C -10.72 -1.61 1.88  0.000
132 C -9.33 -1.86 2.63  0.000
133 C -8.58 -3.01 2.02  0.000
134 N -7.40 -3.50 2.80  0.000
135 C -7.81 -3.92 4.20  0.000
136 C -6.31 -2.36 2.91  0.000
137 C -4.96 -3.04 3.08  0.000
138 C -5.08 -4.45 2.48  0.000
139 C -6.58 -4.58 2.08  0.000
140 H -10.50 -1.02 1.00  0.000
141 H -11.26 -0.86 2.47  0.000
142 H -11.27 -2.53 1.67  0.000
143 H -9.69 -2.01 3.65  0.000
144 H -8.72 -0.98 2.78  0.000
145 H -8.17 -2.63 1.09  0.000
146 H -9.21 -3.88 1.86  0.000
147 H -7.10 -4.72 4.44  0.000
148 H -8.82 -4.33 4.14  0.000
149 H -7.74 -3.09 4.91  0.000
150 H -6.53 -1.64 3.69  0.000
151 H -6.38 -1.96 1.90  0.000
152 H -4.70 -3.28 4.11  0.000
153 H -4.11 -2.44 2.75  0.000
154 H -4.81 -5.27 3.14  0.000
155 H -4.29 -4.61 1.75  0.000
156 H -6.94 -5.58 2.34  0.000
157 H -6.74 -4.54 1.00  0.000
158 N 4.86 4.57 1.00  0.000
159 S 4.42 3.24 1.43  0.000
160 O 3.13 2.76 0.92  0.000
161 O 4.95 2.72 2.72  0.000
162 F 5.34 2.32 0.45  0.000
163 S 4.27 5.47 2.27  0.000
164 O 5.27 5.90 3.24  0.000
165 O 2.90 5.26 2.76  0.000
166 F 3.93 6.78 1.36  0.000
167 N 2.96 -2.79 -5.26  0.000
168 S 3.78 -2.18 -6.44  0.000
169 O 4.57 -0.93 -6.30  0.000
170 O 3.27 -2.45 -7.77  0.000
171 F 5.00 -3.24 -6.33  0.000
172 S 2.13 -1.35 -5.10  0.000
173 O 1.30 -1.03 -6.23  0.001
174 O 2.77 -0.33 -4.25  0.000
175 F 1.09 -1.83 -3.95  0.002
176 N -5.86 -1.95 -2.88  0.010
177 S -5.18 -1.28 -1.63  0.000
178 O -5.49 -1.87 -0.33  0.001
179 O -4.67 0.06 -1.78  0.002
180 F -3.87 -2.15 -1.91  0.002
181 S -7.38 -1.17 -2.53  0.000
182 O -7.52 0.26 -2.47  0.000
183 O -8.42 -1.83 -1.71  0.002
184 F -7.98 -1.35 -4.00  0.000
185 N -2.19 -1.80 4.74  0.000
186 S -3.02 -0.68 5.28  0.000
187 O -2.63 0.08 6.44  0.000
188 O -4.47 -0.91 5.18  0.000
189 F -2.74 0.31 4.05  0.000
190 S -1.95 -2.57 6.20  0.000
191 O -3.05 -2.71 7.23  0.000
192 O -0.62 -2.26 6.76  0.000
193 F -1.74 -4.03 5.54  0.000
194 N -2.36 3.71 -0.29  0.000
195 S -3.43 4.55 0.29  0.000
196 O -3.14 5.98 0.27  0.000
197 O -4.22 4.06 1.41  0.000
198 F -4.51 4.30 -0.92  0.000
199 S -1.40 3.72 1.10  0.000
200 O -1.66 2.76 2.14  0.000
201 O -0.73 5.00 1.49  0.000
202 F -0.05 2.96 0.52  0.000
203 N -3.53 -2.10 -4.81  0.383
204 S -2.07 -2.07 -4.61  -0.025
205 O -1.36 -1.04 -3.87  0.144
206 O -1.28 -2.79 -5.64  0.412
207 F -2.11 -3.12 -3.36  0.001
208 S -3.58 -0.53 -5.44  -0.004
209 O -2.88 -0.32 -6.71  0.025
210 O -3.80 0.55 -4.49  0.045
211 F -5.08 -0.85 -5.88  -0.002

Record 2
This record from the Open Molecules 2025 dataset describes a structure of composition C49H100F18N10NaO20S10 in a non-equilibrium geometry. The level of theory is the ωB97M-V functional and the def2-TZVPD basis.

Summary:
* ΔE to the lowest compared entry with this formula, charge and spin: 0.0 kJ/mol
* total charge: +1
* HOMO level: -8.78 eV
* E: -269959.3669 eV
* E_LUMO: -2.75 eV
* orbital gap: 6.03 eV

Each line ends with the Mulliken charge.
Atoms and positions in Å:
1 Na -0.19 2.67 -2.07  0.971
2 C 1.99 3.19 3.46  -1.355
3 C 3.30 3.27 2.69  -0.287
4 C 3.13 3.88 1.31  -0.147
5 N 4.41 4.13 0.53  0.868
6 C 5.50 4.83 1.31  -0.966
7 C 5.09 6.22 1.71  -0.484
8 C 4.95 7.04 0.43  -1.037
9 C 3.87 6.41 -0.47  -0.660
10 C 4.07 4.93 -0.73  0.060
11 C 4.97 2.82 0.08  -1.341
12 H 2.13 2.74 4.44  0.425
13 H 1.29 2.53 2.96  -0.066
14 H 1.50 4.16 3.51  0.530
15 H 3.80 2.30 2.63  -0.161
16 H 4.06 3.84 3.25  0.578
17 H 2.72 4.87 1.47  0.650
18 H 2.50 3.34 0.61  -0.285
19 H 5.78 4.20 2.15  0.495
20 H 6.38 4.86 0.67  0.602
21 H 4.18 6.24 2.30  0.216
22 H 5.85 6.72 2.33  0.453
23 H 4.57 8.03 0.69  0.439
24 H 5.91 7.18 -0.08  0.326
25 H 2.93 6.66 0.03  0.118
26 H 3.86 6.98 -1.39  0.647
27 H 3.09 4.62 -1.09  -0.233
28 H 4.87 4.76 -1.45  0.533
29 H 5.23 2.26 0.98  0.515
30 H 5.87 3.04 -0.48  0.525
31 H 4.22 2.26 -0.47  0.180
32 C 7.14 -3.11 -7.69  -1.479
33 C 6.78 -3.09 -6.20  0.058
34 C 6.35 -4.50 -5.81  -0.867
35 N 6.09 -4.75 -4.34  0.226
36 C 5.11 -3.77 -3.74  -1.158
37 C 5.02 -3.84 -2.22  0.503
38 C 6.34 -3.96 -1.46  -0.434
39 C 7.31 -4.91 -2.14  -1.019
40 C 7.42 -4.60 -3.62  -0.551
41 C 5.56 -6.16 -4.24  -1.003
42 H 7.94 -3.85 -7.82  0.357
43 H 7.43 -2.16 -8.13  0.383
44 H 6.35 -3.56 -8.30  0.372
45 H 5.96 -2.37 -6.10  0.335
46 H 7.66 -2.76 -5.67  0.230
47 H 7.09 -5.21 -6.17  0.467
48 H 5.43 -4.74 -6.35  0.472
49 H 5.49 -2.83 -4.11  0.436
50 H 4.11 -3.91 -4.17  0.386
51 H 4.44 -3.00 -1.85  -0.313
52 H 4.49 -4.77 -1.99  0.330
53 H 6.83 -2.98 -1.38  0.330
54 H 6.16 -4.24 -0.42  0.273
55 H 8.32 -4.84 -1.73  0.453
56 H 7.03 -5.95 -1.98  0.335
57 H 7.75 -3.59 -3.82  0.362
58 H 8.10 -5.32 -4.10  0.386
59 H 5.41 -6.39 -3.20  0.456
60 H 6.35 -6.79 -4.65  0.377
61 H 4.68 -6.28 -4.86  0.366
62 C -5.34 2.54 1.31  -0.878
63 C -5.93 2.13 -0.03  1.243
64 C -6.47 3.41 -0.67  -1.435
65 N -7.30 3.24 -1.93  0.458
66 C -7.69 4.60 -2.44  -0.469
67 C -8.51 4.53 -3.72  -0.814
68 C -7.74 3.81 -4.84  -0.626
69 C -7.12 2.52 -4.35  -0.893
70 C -6.42 2.59 -2.99  -0.223
71 C -8.44 2.34 -1.69  -1.019
72 H -6.08 2.89 2.03  0.283
73 H -4.71 3.42 1.14  0.266
74 H -4.66 1.81 1.74  -0.161
75 H -6.73 1.40 0.09  0.215
76 H -5.13 1.75 -0.66  -0.317
77 H -5.64 4.05 -0.99  0.417
78 H -7.03 4.03 0.03  0.410
79 H -6.79 5.19 -2.58  0.393
80 H -8.30 5.02 -1.64  0.453
81 H -8.69 5.58 -3.98  0.427
82 H -9.51 4.13 -3.55  0.341
83 H -6.91 4.47 -5.12  0.307
84 H -8.43 3.60 -5.66  0.382
85 H -6.36 2.16 -5.04  0.435
86 H -7.82 1.67 -4.31  0.388
87 H -5.53 3.22 -3.07  0.224
88 H -6.08 1.62 -2.63  0.131
89 H -8.10 1.31 -1.65  0.317
90 H -9.14 2.35 -2.52  0.453
91 H -9.03 2.56 -0.80  0.335
92 C 4.84 -3.35 7.53  -1.442
93 C 4.04 -2.54 6.50  -0.087
94 C 4.76 -2.66 5.15  -1.096
95 N 4.00 -2.08 3.98  1.411
96 C 4.99 -2.12 2.83  -1.405
97 C 4.42 -1.90 1.42  1.010
98 C 3.29 -2.87 1.18  -0.775
99 C 2.26 -2.69 2.28  0.654
100 C 2.81 -2.97 3.65  -1.345
101 C 3.55 -0.67 4.19  -1.347
102 H 4.44 -4.37 7.58  0.357
103 H 4.76 -2.95 8.53  0.392
104 H 5.88 -3.42 7.22  0.366
105 H 4.06 -1.48 6.78  0.338
106 H 2.98 -2.78 6.47  0.266
107 H 4.97 -3.71 4.96  0.429
108 H 5.66 -2.06 5.21  0.511
109 H 5.50 -3.09 2.87  0.424
110 H 5.75 -1.36 3.03  0.440
111 H 5.25 -2.08 0.73  0.206
112 H 4.04 -0.88 1.34  -0.685
113 H 3.54 -3.94 1.22  0.473
114 H 2.81 -2.67 0.22  0.106
115 H 1.47 -3.44 2.20  0.726
116 H 1.72 -1.75 2.16  -0.793
117 H 3.18 -3.99 3.74  0.449
118 H 1.97 -2.89 4.35  0.517
119 H 4.42 -0.02 4.22  0.121
120 H 3.06 -0.62 5.15  0.517
121 H 2.86 -0.41 3.39  0.545
122 C -0.55 -3.28 -2.48  -1.377
123 C -2.04 -3.37 -2.21  -0.056
124 C -2.33 -3.56 -0.74  -0.113
125 N -3.73 -3.97 -0.38  0.620
126 C -4.79 -3.27 -1.20  -1.589
127 C -4.83 -1.77 -0.98  1.813
128 C -5.06 -1.40 0.46  0.204
129 C -4.05 -2.12 1.32  1.518
130 C -3.94 -3.61 1.08  -1.721
131 C -3.88 -5.45 -0.48  -1.094
132 H -0.34 -3.12 -3.53  0.443
133 H -0.09 -4.24 -2.23  0.501
134 H -0.09 -2.53 -1.84  -0.074
135 H -2.45 -4.22 -2.78  0.325
136 H -2.59 -2.51 -2.59  0.120
137 H -2.01 -2.71 -0.14  -0.121
138 H -1.69 -4.33 -0.30  0.424
139 H -4.57 -3.53 -2.23  0.540
140 H -5.73 -3.78 -0.98  0.563
141 H -3.89 -1.31 -1.31  -1.252
142 H -5.60 -1.36 -1.64  0.760
143 H -4.95 -0.32 0.62  -1.063
144 H -6.08 -1.61 0.79  0.560
145 H -3.05 -1.68 1.30  -1.290
146 H -4.33 -2.02 2.38  0.597
147 H -3.10 -4.00 1.66  0.441
148 H -4.86 -4.09 1.42  0.464
149 H -4.92 -5.70 -0.26  0.382
150 H -3.15 -5.86 0.21  0.389
151 H -3.73 -5.77 -1.51  0.346
152 N -1.65 1.93 -3.72  -0.054
153 S -2.89 1.10 -3.30  0.063
154 O -2.69 -0.03 -2.43  -0.192
155 O -4.04 1.12 -4.17  -0.711
156 F -3.39 2.18 -2.18  -0.191
157 S -1.08 0.85 -4.95  0.931
158 O -1.34 1.43 -6.22  -0.608
159 O -1.25 -0.56 -4.80  -0.466
160 F 0.46 1.15 -4.67  -0.227
161 N -1.31 -1.92 5.60  -0.665
162 S -1.48 -2.06 4.06  1.010
163 O -0.51 -2.91 3.41  -0.534
164 O -2.02 -0.93 3.37  -0.030
165 F -2.75 -3.08 4.03  -0.406
166 S -0.17 -0.72 5.64  0.862
167 O -0.70 0.59 5.51  -0.507
168 O 1.12 -1.03 5.07  -0.550
169 F 0.08 -0.84 7.20  -0.332
170 N -0.11 4.91 -3.25  -0.003
171 S -0.02 6.03 -2.13  0.780
172 O -0.11 7.37 -2.58  -0.603
173 O 0.71 5.67 -0.93  -0.432
174 F -1.54 5.74 -1.66  -0.292
175 S 1.26 5.20 -4.12  0.906
176 O 2.37 4.52 -3.48  -0.510
177 O 1.53 6.44 -4.74  -0.563
178 F 0.90 4.24 -5.32  -0.267
179 C -4.54 1.75 5.35  0.521
180 F -3.87 1.27 4.31  -0.167
181 F -3.89 1.35 6.45  -0.224
182 F -4.58 3.07 5.37  -0.221
183 S -6.29 1.07 5.36  0.895
184 O -6.79 1.19 6.70  -0.682
185 O -6.89 1.91 4.35  -0.553
186 N -6.04 -0.55 4.99  -0.325
187 S -7.29 -0.91 4.09  0.836
188 O -8.57 -0.54 4.65  -0.610
189 O -7.08 -0.61 2.69  -0.497
190 C -7.38 -2.79 4.31  0.467
191 F -7.30 -3.12 5.59  -0.230
192 F -8.55 -3.21 3.84  -0.233
193 F -6.39 -3.39 3.63  -0.174
194 C 1.89 0.20 -1.37  -0.275
195 F 1.01 -0.28 -2.23  -0.103
196 F 2.94 -0.62 -1.34  -0.205
197 F 2.29 1.41 -1.81  -0.105
198 S 1.12 0.37 0.31  0.873
199 O 0.49 -0.92 0.50  -0.395
200 O 2.21 0.71 1.20  -0.596
201 N 0.03 1.57 0.00  -0.028
202 S -1.09 1.31 1.15  0.644
203 O -2.18 0.48 0.76  0.665
204 O -0.39 1.07 2.37  -0.994
205 C -1.75 3.04 1.35  -0.170
206 F -2.24 3.52 0.20  -0.044
207 F -2.67 2.97 2.29  -0.159
208 F -0.80 3.89 1.74  -0.078